(1)
Here is a molecular structure, C21H22MnN2O6S2 from OMol25. Energies are from ωB97M-V/def2-TZVPD.

Results
LUMO energy (spin up / spin down): 2.86 / 2.71 eV
Largest force on an atom: 0.0424 Eh/bohr
Total charge: -1
2S+1: 5
Relative energy (zero: lowest compared OMol25 entry of this formula, charge and spin): 0.961 eV
Gap between HOMO and LUMO (spin up / spin down): 5.36 / 8.12 eV
<S²>: 6.071

Geometry as XYZ:
```
54
Properties=species:S:1:pos:R:3:forces:R:3
Mn -0.269944 -0.261131 0.213393 0.27 -1.19 1.71
C -3.968475 -1.435814 2.060407 -0.07 -0.06 0.02
C -3.709994 -1.104478 3.411490 0.18 0.04 -0.06
C -2.471601 -0.650769 3.763767 -0.12 -0.01 0.13
C -1.461501 -0.502721 2.784037 0.18 -0.06 -0.25
N -1.737190 -0.837078 1.468256 0.05 0.53 0.13
C -2.951149 -1.285523 1.149580 -0.06 -0.12 -0.19
C -0.140766 -0.058302 3.015903 -0.01 -0.15 -0.17
C 0.332605 0.489943 4.229153 0.08 0.02 0.17
C 1.633655 0.893674 4.340667 -0.16 -0.08 -0.06
C 2.493955 0.754022 3.234081 0.04 -0.04 0.01
C 1.977724 0.241752 2.066102 0.22 -0.08 0.02
N 0.712633 -0.161680 1.931290 -0.08 0.25 0.32
H -4.938070 -1.793747 1.746370 0.03 -0.01 -0.05
H -4.485406 -1.221836 4.158002 0.02 0.02 0.03
H -2.243893 -0.414626 4.794649 -0.03 0.01 -0.01
H -3.094676 -1.533427 0.104366 0.03 0.07 -0.01
H -0.356630 0.614056 5.053620 0.03 -0.01 0.01
H 1.994259 1.326471 5.265437 -0.01 0.01 0.01
H 3.525522 1.070617 3.276877 0.00 -0.03 -0.04
H 2.606318 0.140192 1.192385 -0.07 0.06 -0.05
O 2.596548 2.287483 -0.397256 -0.18 -0.12 -0.01
S 1.941347 1.509083 -1.419693 0.63 0.24 -0.13
O 2.796082 1.009577 -2.471965 -0.23 0.04 0.13
O 1.108593 0.415877 -0.868014 0.80 -0.19 -0.55
C 0.809072 2.641290 -2.218716 -0.05 -0.15 0.17
C 1.406013 3.465465 -3.164050 -0.03 -0.05 -0.01
C 0.669994 4.449150 -3.799625 -0.09 0.01 0.03
C -0.673976 4.613215 -3.488226 0.13 0.06 -0.10
C -1.273452 3.792202 -2.551555 -0.06 -0.11 0.08
C -0.540168 2.797957 -1.910993 0.13 -0.05 0.03
S -1.446891 1.806936 -0.722740 -1.77 1.14 -0.57
O -2.750351 2.418218 -0.650828 0.31 -0.05 -0.05
O -0.706289 1.801374 0.539915 0.11 -0.13 -0.01
O -1.504327 0.417741 -1.249897 -0.06 -0.14 -0.10
H 2.451545 3.299063 -3.386317 -0.01 0.07 -0.05
H 1.140869 5.089307 -4.534550 0.01 -0.01 -0.01
H -1.254152 5.382858 -3.980950 -0.02 0.00 0.01
H -2.315867 3.896594 -2.287724 0.00 0.04 -0.05
C 0.531652 -4.331506 -1.153203 -0.02 0.11 0.00
C 0.810451 -2.821103 -1.202066 0.02 -0.02 -0.06
C 0.307471 -2.270825 -2.548469 0.06 0.02 0.19
C 2.340626 -2.625148 -1.132137 -0.22 -0.03 0.10
C 0.095694 -2.171153 -0.030314 0.00 -0.10 -0.79
H 0.975814 -4.836797 -2.016353 0.00 -0.03 0.01
H -0.545132 -4.516648 -1.152669 0.01 -0.04 -0.02
H 0.953035 -4.760912 -0.240677 0.00 -0.05 -0.02
H 0.918424 -2.652857 -3.372000 -0.03 -0.04 -0.02
H 0.366805 -1.184027 -2.554896 0.00 0.00 -0.09
H -0.733225 -2.559243 -2.715254 0.00 0.03 0.00
H 2.831245 -3.216881 -1.911901 0.02 0.00 0.01
H 2.717544 -2.946774 -0.157582 0.03 0.00 -0.03
H 2.598558 -1.582068 -1.284071 0.07 0.14 0.00
H -0.070929 -2.887042 0.774944 -0.10 0.27 0.24
```
Positions in Å, forces in eV/Å.

The natural (NBO) scheme yields these atomic charges, measured in e:
1. Mn 1.147
2. C -0.350
3. C -0.184
4. C -0.230
5. C 0.114
6. N -0.497
7. C 0.104
8. C 0.101
9. C -0.231
10. C -0.183
11. C -0.330
12. C 0.097
13. N -0.486
14. H 0.209
15. H 0.201
16. H 0.205
17. H 0.209
18. H 0.204
19. H 0.202
20. H 0.213
21. H 0.216
22. O -0.964
23. S 2.433
24. O -0.973
25. O -0.983
26. C -0.213
27. C -0.204
28. C -0.205
29. C -0.218
30. C -0.176
31. C -0.358
32. S 2.394
33. O -0.959
34. O -0.939
35. O -0.933
36. H 0.241
37. H 0.208
38. H 0.208
39. H 0.250
40. C -0.594
41. C -0.138
42. C -0.605
43. C -0.608
44. C -0.361
45. H 0.191
46. H 0.202
47. H 0.197
48. H 0.190
49. H 0.223
50. H 0.198
51. H 0.188
52. H 0.197
53. H 0.228
54. H 0.148

=====

(2)
Here is C21H22N2O2 in the gas phase from OMol25. Energies are from ωB97M-V/def2-TZVPD.

Results
LUMO energy: 0.69 eV
Largest force on an atom: 0.0251 Eh/bohr
SMILES: CC(C)(C)c1ccc(Cn2ccc(-c3ccc4c(c3)OCO4)n2)cc1
Relative energy (zero: lowest compared OMol25 entry of this formula, charge and spin): 2.167 eV
Gap between HOMO and LUMO: 8.26 eV

Geometry as XYZ:
```
47
Properties=species:S:1:pos:R:3:forces:R:3
C 6.207729 -0.527343 -1.154270 -0.08 0.10 0.12
C 5.431831 0.326551 -0.141594 0.20 0.07 -0.01
C 5.380570 1.784244 -0.620580 0.01 -0.17 0.06
C 6.184457 0.288264 1.191287 -0.16 -0.01 -0.21
C 4.013459 -0.208841 -0.029398 -0.02 -0.02 0.12
C 3.197228 -0.236965 -1.158738 -0.07 0.00 -0.04
C 1.903860 -0.716787 -1.103131 0.01 -0.03 0.03
C 1.375666 -1.188902 0.091923 0.00 -0.08 0.10
C -0.041149 -1.683616 0.162395 0.15 -0.41 0.03
N -0.984667 -0.588578 0.212967 0.10 0.49 0.02
C -0.746025 0.717418 0.445200 -0.12 0.19 0.01
C -1.963163 1.353534 0.431817 -0.01 -0.16 0.00
C -2.905851 0.331588 0.186373 0.92 0.00 0.09
C -4.353722 0.424853 0.092033 -0.57 0.07 -0.05
C -4.999971 1.656793 0.132574 0.28 -0.24 0.00
C -6.385063 1.763388 0.061984 -0.43 -0.20 -0.03
C -7.099210 0.595677 -0.049624 0.34 -0.39 -0.01
C -6.460497 -0.645221 -0.095720 -0.18 0.54 0.02
C -5.098029 -0.759725 -0.028344 -0.26 0.00 -0.02
O -7.405678 -1.635361 -0.207799 0.55 0.00 0.02
C -8.653258 -0.979557 -0.225240 -1.15 -0.58 -0.08
O -8.456968 0.414270 -0.130863 0.32 0.44 0.03
N -2.276348 -0.834685 0.058475 -0.71 -0.36 -0.12
C 2.178723 -1.162765 1.221162 -0.19 -0.06 -0.11
C 3.475980 -0.682796 1.160635 0.11 0.06 -0.02
H 6.225329 -1.566885 -0.833597 0.03 -0.12 0.00
H 7.233237 -0.173173 -1.233711 0.13 0.04 -0.03
H 5.755267 -0.482857 -2.140967 -0.03 -0.01 -0.13
H 4.813525 2.391287 0.082148 -0.05 0.10 0.05
H 4.911723 1.866021 -1.597217 -0.05 0.04 -0.11
H 6.387510 2.189673 -0.691795 0.12 0.06 -0.03
H 6.273757 -0.730204 1.562184 0.02 -0.10 0.10
H 7.188689 0.682625 1.050680 0.09 0.03 -0.02
H 5.686839 0.899668 1.940555 -0.03 0.04 0.14
H 3.572161 0.120522 -2.105699 0.07 0.04 -0.10
H 1.294199 -0.723625 -1.995381 -0.07 0.00 -0.11
H -0.288455 -2.288331 -0.716504 0.01 0.08 0.14
H -0.183471 -2.307703 1.052673 0.03 0.06 -0.15
H 0.244816 1.095259 0.596840 0.18 0.05 0.02
H -2.143431 2.397286 0.583334 0.00 0.22 0.04
H -4.417894 2.560170 0.219020 0.09 0.09 0.01
H -6.881461 2.718851 0.094596 -0.06 0.13 0.00
H -4.596493 -1.710848 -0.061919 0.04 -0.16 0.00
H -9.263481 -1.323477 0.626357 0.21 0.11 -0.15
H -9.181140 -1.214029 -1.164141 0.19 0.09 0.18
H 1.788357 -1.521196 2.163222 -0.06 -0.05 0.09
H 4.060536 -0.684469 2.065798 0.11 0.02 0.08
```
Positions in Å, forces in eV/Å.

The natural (NBO) scheme yields these atomic charges, measured in e:
1. C -0.595
2. C -0.113
3. C -0.595
4. C -0.605
5. C 0.085
6. C -0.166
7. C -0.222
8. C -0.057
9. C -0.222
10. N -0.150
11. C -0.044
12. C -0.325
13. C 0.107
14. C -0.063
15. C -0.191
16. C -0.258
17. C 0.218
18. C 0.292
19. C -0.250
20. O -0.491
21. C 0.237
22. O -0.479
23. N -0.275
24. C -0.189
25. C -0.253
26. H 0.212
27. H 0.208
28. H 0.206
29. H 0.211
30. H 0.207
31. H 0.208
32. H 0.210
33. H 0.213
34. H 0.210
35. H 0.200
36. H 0.216
37. H 0.223
38. H 0.211
39. H 0.228
40. H 0.223
41. H 0.210
42. H 0.226
43. H 0.244
44. H 0.155
45. H 0.155
46. H 0.212
47. H 0.217

=====

(3)
Here is C21H22N2O2S in the gas phase from OMol25. Energies are from ωB97M-V/def2-TZVPD.

Results
LUMO energy: 0.37 eV
Largest force on an atom: 0.0530 Eh/bohr
SMILES: O=C(CN1CCC(Cc2ccc(N=C=S)cc2)CC1)c1ccc(O)cc1
Relative energy (zero: lowest compared OMol25 entry of this formula, charge and spin): 1.561 eV
Gap between HOMO and LUMO: 8.63 eV

Geometry as XYZ:
```
48
Properties=species:S:1:pos:R:3:forces:R:3
O 0.811772 -4.009848 -0.310611 -0.35 1.08 1.01
C 0.568545 -3.372552 0.716791 0.88 -0.83 -1.23
C 0.927354 -1.861218 0.788271 -1.43 0.44 -0.73
N -0.255798 -0.949397 0.904674 -0.06 -0.87 1.75
C -1.346355 -1.090187 -0.087261 1.23 0.08 1.04
C -0.930272 -0.473384 -1.361566 0.07 0.87 -0.30
C -0.574820 1.013718 -1.215779 1.00 -0.52 0.68
C 0.019115 1.480975 -2.561098 0.27 0.74 0.65
C 0.192949 2.986336 -2.584008 0.88 -0.68 -0.37
C 1.481606 3.527150 -2.713556 -1.15 1.30 -0.04
C 1.670829 4.934443 -2.696713 1.44 -1.29 -0.02
C 0.596596 5.761876 -2.572521 -2.72 0.20 -0.10
N 0.661156 7.167984 -2.529474 -0.92 -1.87 -0.11
C 1.357733 8.104512 -2.505775 1.96 1.36 0.10
S 2.392833 9.305320 -2.455213 -0.48 -0.03 -0.03
C -0.713200 5.207387 -2.538184 0.47 -1.06 0.26
C -0.922111 3.809943 -2.515206 0.55 1.96 0.17
C 0.436703 1.215306 0.008103 0.08 0.35 -1.48
C 0.058423 0.448026 1.240924 -0.10 -0.84 0.08
C 0.091799 -4.116501 1.914806 -0.32 0.06 0.74
C 0.081183 -5.521436 1.946078 -0.86 -0.07 1.34
C -0.414908 -6.233084 3.071762 0.36 0.83 -0.57
C -0.872556 -5.510620 4.197645 0.74 0.58 -1.12
O -1.274366 -6.120727 5.322707 -0.33 -0.71 0.27
C -0.835823 -4.105559 4.189750 0.08 -0.06 -0.42
C -0.350385 -3.439756 3.056128 -0.16 0.01 0.92
H 1.640283 -1.742044 1.594848 -0.28 0.28 0.70
H 1.511663 -1.588774 -0.087260 0.11 -0.48 -0.53
H -1.586503 -2.128884 -0.228868 -0.01 -0.60 0.06
H -2.260551 -0.608521 0.243261 -0.10 0.18 0.63
H -1.745396 -0.584605 -2.052406 -0.28 -0.02 -0.79
H -0.066295 -1.003767 -1.720720 0.43 -0.31 -0.50
H -1.491857 1.574121 -1.003613 0.04 0.03 0.01
H 0.989850 0.995337 -2.759277 -0.35 0.05 0.21
H -0.643694 1.204849 -3.371385 -0.29 -0.23 -0.18
H 2.296959 2.850321 -2.898147 0.33 0.02 0.19
H 2.678226 5.359482 -2.768974 -0.37 -0.21 -0.01
H -1.562262 5.865076 -2.492140 -0.10 0.26 0.03
H -1.934757 3.420061 -2.401390 0.32 0.04 -0.18
H 0.512066 2.261108 0.305257 0.05 0.26 -0.39
H 1.446198 0.898334 -0.319590 -0.36 0.13 -0.02
H 0.874887 0.493790 1.999166 -0.49 -0.19 -0.52
H -0.809336 0.939397 1.706647 -0.05 -0.37 -0.04
H 0.454388 -6.048125 1.098833 0.15 -0.36 -0.49
H -0.418390 -7.339230 3.088379 0.04 0.75 -0.06
H -1.264762 -7.079553 5.172669 -0.03 0.32 0.19
H -1.189303 -3.542681 5.067251 0.27 -0.39 -0.49
H -0.289415 -2.354400 3.116783 -0.14 -0.18 -0.29
```
Positions in Å, forces in eV/Å.

The natural (NBO) scheme yields these atomic charges, measured in e:
1. O -0.548
2. C 0.571
3. C -0.309
4. N -0.466
5. C -0.212
6. C -0.409
7. C -0.198
8. C -0.420
9. C -0.016
10. C -0.197
11. C -0.211
12. C 0.092
13. N -0.441
14. C 0.289
15. S -0.051
16. C -0.197
17. C -0.162
18. C -0.423
19. C -0.211
20. C -0.223
21. C -0.110
22. C -0.314
23. C 0.331
24. O -0.649
25. C -0.289
26. C -0.130
27. H 0.217
28. H 0.191
29. H 0.208
30. H 0.192
31. H 0.205
32. H 0.200
33. H 0.195
34. H 0.209
35. H 0.218
36. H 0.217
37. H 0.228
38. H 0.221
39. H 0.210
40. H 0.216
41. H 0.193
42. H 0.203
43. H 0.191
44. H 0.233
45. H 0.213
46. H 0.482
47. H 0.229
48. H 0.231

=====

(4)
Here is C21H22N2O2S in the gas phase from OMol25. Energies are from ωB97M-V/def2-TZVPD.

Results
LUMO energy: -0.09 eV
Largest force on an atom: 0.0155 Eh/bohr
SMILES: COc1ccc(C(=O)CSc2nc(C(C)(C)C)nc3ccccc23)cc1
Relative energy (zero: lowest compared OMol25 entry of this formula, charge and spin): 0.158 eV
Gap between HOMO and LUMO: 8.47 eV

Geometry as XYZ:
```
48
Properties=species:S:1:pos:R:3:forces:R:3
C 2.350604 3.293002 2.184463 -0.11 0.17 0.12
O 2.954680 2.195126 1.540560 0.14 -0.26 -0.14
C 2.278914 1.023312 1.482099 -0.05 -0.25 -0.05
C 1.026494 0.793761 2.046067 0.17 0.35 0.12
C 0.413488 -0.430966 1.875195 0.14 -0.33 -0.21
C 1.009179 -1.437855 1.119480 0.09 0.41 0.58
C 0.202475 -2.637643 0.822353 0.00 -0.28 -0.05
O -0.570080 -3.129206 1.609798 0.04 0.02 0.00
C 0.330586 -3.242546 -0.572545 -0.20 0.04 -0.39
S 0.792764 -2.055490 -1.869663 0.05 -0.21 -0.32
C -0.195288 -0.689295 -1.350465 -0.12 -0.28 -0.09
N -1.338154 -0.971186 -0.792881 0.15 -0.34 -0.35
C -2.075503 0.043130 -0.299652 0.05 0.41 0.15
C -3.451002 -0.314970 0.203810 -0.30 -0.02 0.13
C -4.019474 0.820447 1.052632 0.04 -0.12 -0.19
C -3.406739 -1.612386 1.011678 0.04 0.11 -0.15
C -4.322451 -0.521726 -1.044526 0.12 0.02 0.11
N -1.694714 1.290194 -0.269801 -0.42 0.22 0.22
C -0.514259 1.611709 -0.836368 0.52 -0.40 -0.45
C -0.064237 2.945526 -0.803622 0.13 0.12 -0.06
C 1.131919 3.278233 -1.379466 -0.22 0.08 0.16
C 1.925316 2.307201 -2.008163 0.14 -0.28 -0.19
C 1.516437 1.001818 -2.056599 0.14 0.14 -0.08
C 0.297082 0.633124 -1.470156 -0.49 0.37 0.36
C 2.292436 -1.224511 0.610509 -0.10 0.00 0.26
C 2.919503 -0.015571 0.798178 0.08 0.19 0.11
H 3.045169 4.122472 2.063352 -0.07 -0.02 0.04
H 1.393334 3.548414 1.720087 0.02 -0.02 0.02
H 2.202104 3.099496 3.251288 -0.01 0.00 -0.04
H 0.515445 1.561843 2.603711 -0.03 0.11 0.04
H -0.565846 -0.608171 2.293131 -0.11 -0.01 0.04
H 1.121244 -3.995513 -0.575788 0.01 -0.03 -0.01
H -0.614646 -3.719467 -0.832645 0.11 0.00 0.19
H -4.054085 1.741372 0.478140 -0.04 0.11 0.03
H -3.395008 0.988918 1.926214 0.05 0.07 0.13
H -5.024300 0.568143 1.383153 -0.11 -0.06 0.04
H -2.965877 -2.412281 0.425065 0.01 -0.11 0.01
H -4.414112 -1.901868 1.301694 -0.13 0.00 0.05
H -2.811209 -1.490237 1.912746 0.07 -0.03 0.14
H -3.912158 -1.318652 -1.660333 0.00 -0.10 -0.09
H -4.362377 0.390905 -1.635827 -0.04 0.09 -0.09
H -5.333961 -0.791570 -0.750108 -0.12 -0.03 0.02
H -0.692381 3.680619 -0.324463 -0.07 0.08 0.05
H 1.477957 4.301545 -1.352185 0.01 0.09 0.01
H 2.866765 2.597617 -2.449058 0.08 0.00 -0.05
H 2.115234 0.239286 -2.532487 0.15 0.01 -0.02
H 2.804127 -2.010148 0.076316 0.04 -0.02 -0.07
H 3.906913 0.166158 0.405114 0.13 0.02 -0.05
```
Positions in Å, forces in eV/Å.

The natural (NBO) scheme yields these atomic charges, measured in e:
1. C -0.254
2. O -0.490
3. C 0.338
4. C -0.316
5. C -0.154
6. C -0.152
7. C 0.577
8. O -0.530
9. C -0.628
10. S 0.259
11. C 0.185
12. N -0.533
13. C 0.459
14. C -0.101
15. C -0.595
16. C -0.597
17. C -0.595
18. N -0.498
19. C 0.278
20. C -0.242
21. C -0.171
22. C -0.224
23. C -0.151
24. C -0.208
25. C -0.166
26. C -0.273
27. H 0.201
28. H 0.182
29. H 0.179
30. H 0.226
31. H 0.229
32. H 0.251
33. H 0.260
34. H 0.223
35. H 0.209
36. H 0.204
37. H 0.229
38. H 0.207
39. H 0.210
40. H 0.216
41. H 0.210
42. H 0.211
43. H 0.227
44. H 0.216
45. H 0.219
46. H 0.226
47. H 0.219
48. H 0.228

=====

relative energy (zero: lowest compared OMol25 entry of this formula, charge and spin) of number 2 (C21H22N2O2)? 2.167 eV

=====

The lowest relative energy (zero: lowest compared OMol25 entry of this formula, charge and spin) belongs to which entry? number 4

=====

The lowest largest force on an atom belongs to which entry? number 4